one | A cluster of 2 separate species, C4H14N2O in total, computed with ωB97M-V/def2-TZVPD.

Properties
LUMO level (spin up / spin down)	-3.08 / -5.69	eV
E_HOMO (spin up / spin down)	-15.1 / -14.7	eV
HOMO-LUMO gap (spin up / spin down)	12.03 / 8.97	eV

Structure (ORCA input):
```
! wB97M-V def2-TZVPD RIJCOSX def2/J DEFGRID3
* xyz 1 2
N 1.1101 1.1757 1.2459
C 0.8333 -0.2031 1.8101
O 1.6824 -0.6404 2.7259
H 2.0207 1.1241 0.7990
H 1.2533 1.7768 2.0554
H -0.1725 -0.1768 2.2219
H 0.7629 -0.8977 0.9614
C -1.4092 0.2458 -1.0331
C -0.3066 -0.3668 -1.8858
C -0.5258 -1.8630 -2.0261
N -0.9531 1.5176 -0.4095
H -2.2977 0.4412 -1.6259
H -1.6922 -0.4311 -0.2270
H 0.6663 -0.1831 -1.4163
H -0.2813 0.1244 -2.8567
H -0.3840 -2.3652 -1.0666
H -1.5419 -2.0747 -2.3535
H 0.1539 -2.3165 -2.7432
H -0.0462 1.3784 0.2776
H -0.6572 2.1713 -1.1434
H -1.6749 1.9717 0.1436
*
```



two | A cluster of 2 separate species, C4H14N2O in total, computed with ωB97M-V/def2-TZVPD.

Properties
LUMO level (spin up / spin down)	-2.84 / -2.90	eV
E_HOMO (spin up / spin down)	-7.1 / -11.2	eV
HOMO-LUMO gap (spin up / spin down)	4.29 / 8.34	eV

Structure (ORCA input):
```
! wB97M-V def2-TZVPD RIJCOSX def2/J DEFGRID3
* xyz 1 2
C -0.6419 -1.3412 0.5628
C -1.2127 -0.3349 -0.3833
C -0.9771 1.0563 0.0303
C -0.9830 2.1293 -0.8515
N -0.9637 3.5171 -0.3120
N 0.8173 -1.5624 0.3210
H -0.8873 -1.0785 1.5798
H -1.1455 -2.3345 0.4961
H -1.0987 -0.5455 -1.4586
H -2.3271 -0.5078 -0.4435
H -0.6919 1.2092 1.0803
H -1.2463 2.0494 -1.9044
H -0.0304 3.8769 -0.5675
H -1.7009 4.0492 -0.7695
H -0.9596 3.4366 0.7034
H 0.8685 -2.2967 -0.4019
H 1.2626 -0.7904 -0.1897
H 1.4690 -1.8283 1.0599
H 4.0872 -2.6121 0.9058
H 3.0953 -3.4953 0.1292
O 3.2661 -2.5965 0.4133
*
```



three | A cluster of 2 separate species, C4H14N2O in total, computed with ωB97M-V/def2-TZVPD.

Properties
LUMO level (spin up / spin down)	-3.29 / -7.83	eV
E_HOMO (spin up / spin down)	-15.2 / -15.1	eV
HOMO-LUMO gap (spin up / spin down)	11.86 / 7.27	eV

Structure (ORCA input):
```
! wB97M-V def2-TZVPD RIJCOSX def2/J DEFGRID3
* xyz 1 2
C 1.1914 0.9735 -0.6727
C 0.6965 -0.4698 -0.8594
C 1.7200 -1.4499 -0.3091
N -0.5660 -0.7243 -0.1933
C -1.8652 -0.2866 -0.7352
N -2.0031 1.1213 -0.6685
H 2.2647 0.9702 -0.8782
H 1.0670 1.2998 0.3527
H 0.7244 1.6852 -1.3469
H 0.5337 -0.6725 -1.9206
H 2.5629 -1.4968 -0.9840
H 1.3098 -2.4523 -0.1979
H 2.1361 -1.1806 0.6606
H -0.5356 -0.5390 0.8104
H -2.6641 -0.7845 -0.1898
H -2.0255 -0.6828 -1.7333
H -1.9465 1.5394 0.2571
H -1.4856 1.6341 -1.3689
H 0.1161 0.8156 2.7811
H -0.8315 -0.0813 3.6009
O -0.3993 0.7812 3.5948
*
```



What is the stability order? It is one, three, two, from most stable to least stable.



one | The molecule C3H4ClN, computed with ωB97M-V/def2-TZVPD.

Properties
LUMO level	0.21	eV
E_HOMO	-10.1	eV
HOMO-LUMO gap	10.27	eV
SMILES	ClN=C1CC1

Structure (ORCA input):
```
! wB97M-V def2-TZVPD RIJCOSX def2/J DEFGRID3
* xyz 0 1
Cl -2.6543 -1.4121 -0.2527
N -1.1915 -0.6692 -1.2334
C -0.3337 -0.1983 -0.4897
C 0.9302 0.5390 -0.3941
C 0.2078 0.0774 0.8501
H 1.8367 0.0367 -0.6988
H 0.9012 1.5898 -0.6482
H -0.3018 0.8015 1.4684
H 0.6054 -0.7648 1.3983
*
```



two | The molecule C3H4ClN, computed with ωB97M-V/def2-TZVPD.

Properties
LUMO level	0.63	eV
E_HOMO	-11.0	eV
HOMO-LUMO gap	11.67	eV
SMILES	N#CCCCl

Structure (ORCA input):
```
! wB97M-V def2-TZVPD RIJCOSX def2/J DEFGRID3
* xyz 0 1
N 2.1989 -0.2256 1.2496
C 1.2983 -0.2474 0.4988
C 0.2821 -0.2395 -0.5047
C -1.0778 0.1386 0.0466
Cl -0.6976 1.5040 1.1029
H 0.7311 0.3840 -1.3146
H 0.3656 -1.2143 -1.0698
H -1.4620 -0.6256 0.7033
H -1.6386 0.5259 -0.7121
*
```



What is the stability order? It is two, one, from most stable to least stable.



one | A structure of composition C11H14, computed with ωB97M-V/def2-TZVPD.

Properties
LUMO level (spin up / spin down)	-0.53 / -0.27	eV
E_HOMO (spin up / spin down)	-6.9 / -7.6	eV
HOMO-LUMO gap (spin up / spin down)	6.41 / 7.37	eV

Structure (ORCA input):
```
! wB97M-V def2-TZVPD RIJCOSX def2/J DEFGRID3
* xyz 0 1
C 1.3956 1.3306 0.0422
C 1.6033 2.5832 -0.6419
C 1.4583 0.1172 -0.8922
C 0.2320 0.8853 2.4149
C 0.6185 -1.1287 -0.5747
C 0.5560 -0.4057 1.7964
C 1.1971 1.3483 1.4021
C -0.0105 -1.1620 0.7818
C -0.9570 -1.0189 -0.3456
C -1.6186 -2.3021 -0.6345
C -1.8305 0.1747 -0.6664
H 1.4132 3.4854 -0.0390
H 1.5609 2.7552 -1.6921
H 1.1908 0.3528 -1.8444
H 2.5121 -0.1102 -0.8504
H -0.8372 1.3579 2.3557
H 0.5627 1.0786 3.4426
H 0.8588 -1.9563 -1.0900
H 1.6133 -0.5767 1.8298
H -1.2398 -3.2572 -0.1813
H -1.5499 -2.5551 -1.7233
H -2.8098 -2.1409 -0.4607
H -2.5505 0.1919 0.0747
H -2.1954 -0.0495 -1.7351
H -1.1734 1.0021 -0.7686
*
```



two | The molecule C11H14, computed with ωB97M-V/def2-TZVPD.

Properties
LUMO level	-0.28	eV
E_HOMO	-8.0	eV
HOMO-LUMO gap	7.70	eV

Structure (ORCA input):
```
! wB97M-V def2-TZVPD RIJCOSX def2/J DEFGRID3
* xyz 0 1
C 1.5356 1.0316 -0.4082
C 2.0288 1.6854 -1.4284
C -0.7628 1.1150 0.7354
C 0.7709 1.0838 0.8447
C 1.3788 -0.2358 0.3054
C -1.2180 -0.1818 0.0435
C -2.7669 -0.5014 -0.2533
C -0.0404 -0.8943 -0.1590
C 2.4567 -1.0860 0.8871
C -3.6303 0.6731 -0.0722
C 0.0194 -2.2289 -0.8099
H 2.6048 1.1993 -2.1981
H 1.8742 2.7470 -1.5390
H -1.2157 1.1998 1.7279
H -1.0557 1.9955 0.1570
H 1.1996 1.5995 1.6941
H 3.2188 -0.4451 1.3280
H 2.9260 -1.6956 0.1156
H 2.0614 -1.7413 1.6619
H -4.1059 0.4956 0.8997
H -4.4329 0.6285 -0.8107
H -3.1790 1.6678 -0.0635
H 0.6725 -2.8990 -0.2524
H 0.4287 -2.1327 -1.8165
H -0.9775 -2.6581 -0.8775
*
```



What is the stability order? It is two, one, from most stable to least stable.



one | The molecule C5H14N2O, computed with ωB97M-V/def2-TZVPD.

Properties
LUMO level	0.75	eV
E_HOMO	-9.2	eV
HOMO-LUMO gap	9.99	eV
SMILES	CC[C@@](C)(N)[C@H](N)O

Structure (ORCA input):
```
! wB97M-V def2-TZVPD RIJCOSX def2/J DEFGRID3
* xyz 0 1
C -2.4009 -0.2285 -0.0380
C -1.3134 0.8213 0.0686
C 0.3694 0.5580 0.0768
C 0.8979 0.9787 -1.2975
N 0.9402 1.4978 1.0605
C 0.7106 -0.8896 0.4872
N 2.0810 -1.2806 0.2797
O -0.1233 -1.8234 -0.3109
H -2.3390 -0.7965 -0.9691
H -3.3816 0.2609 -0.0785
H -2.3896 -0.8869 0.8353
H -1.4843 1.3801 0.9938
H -1.4790 1.5362 -0.7459
H 0.3153 0.5352 -2.1130
H 0.8440 2.0619 -1.4642
H 1.9465 0.7168 -1.4709
H 0.5789 1.2794 1.9873
H 1.9488 1.3282 1.1124
H 0.4547 -1.0897 1.5329
H 2.2591 -1.2466 -0.7229
H 2.1580 -2.2711 0.4964
H -0.5933 -2.4415 0.2799
*
```



two | The molecule C5H14N2O, computed with ωB97M-V/def2-TZVPD.

Properties
LUMO level	0.84	eV
E_HOMO	-9.3	eV
HOMO-LUMO gap	10.10	eV
SMILES	C[C@H](O)[C@@H](C)C(N)N

Structure (ORCA input):
```
! wB97M-V def2-TZVPD RIJCOSX def2/J DEFGRID3
* xyz 0 1
C 1.7190 0.0259 -1.0474
C 1.3291 0.3806 0.3856
O 1.8360 -0.5722 1.2893
C -0.2307 0.6379 0.6534
C -0.6972 1.9305 -0.0052
C -1.1258 -0.5307 0.2486
N -1.3496 -0.6002 -1.1613
N -0.6326 -1.7903 0.8020
H 2.8003 0.1022 -1.1526
H 1.2576 0.7039 -1.7593
H 1.4453 -1.0038 -1.2719
H 1.8230 1.3202 0.6619
H 1.3649 -1.4000 1.1085
H -0.2856 0.7330 1.7425
H -0.0781 2.7644 0.3157
H -0.6504 1.8446 -1.0870
H -1.7287 2.1416 0.2673
H -2.1478 -0.2367 0.7352
H -2.1970 -1.1085 -1.3837
H -0.5781 -1.0239 -1.6577
H -0.6564 -1.7543 1.8162
H -1.2171 -2.5641 0.5000
*
```



What is the stability order? It is two, one, from most stable to least stable.